No. 1
83
Properties=species:S:1:pos:R:3:forces:R:3:mulliken_charge:R:1 method="wB97M-V/def2-TZVPD" spin_multiplicity=6 total_charge=-2 de_lowest_ev=1.6427 homo_ha="0.007 / -0.072" orbital_gap_ev="3.506 / 5.646"
Fe 0.7422 0.0558 -0.4917 -0.431 1.011 -0.756 0.699
Cl 1.9145 -2.5785 -6.8631 0.009 0.030 0.119 -0.351
C 1.6108 -2.3335 -5.1398 -0.032 0.011 0.003 0.697
C 1.4142 -3.4457 -4.3511 -0.018 0.168 0.014 -0.685
C 1.0995 -3.2773 -3.0063 -0.044 -0.013 -0.034 -0.694
I 0.7851 -4.9774 -1.8277 0.082 0.119 -0.118 -0.034
C 0.9810 -2.0095 -2.4018 -0.224 0.165 0.244 -0.218
O 0.5664 -1.8261 -1.1811 0.432 -0.510 -0.347 0.816
C 1.3193 -0.8798 -3.2220 0.032 0.391 -0.068 0.452
N 1.3435 0.3594 -2.5847 -0.140 -0.656 -0.195 0.334
C 1.5104 1.4671 -3.3556 0.076 -0.223 0.335 -0.465
C 1.6797 1.4122 -4.7161 0.033 -0.344 -0.305 -1.081
C 1.7263 0.1691 -5.3862 -0.036 0.166 0.273 -1.221
C 1.5616 -1.0190 -4.6206 0.015 0.245 0.060 -0.002
H 1.4945 -4.4349 -4.7818 -0.018 0.021 0.023 0.425
H 1.5348 2.4152 -2.8230 -0.033 -0.134 -0.040 0.301
H 1.8041 2.3383 -5.2692 0.005 -0.060 0.034 0.399
H 1.8730 0.1112 -6.4555 0.025 -0.007 0.033 0.365
N -1.0892 -6.9312 2.2479 -0.030 0.220 0.120 -0.651
C -0.6173 -5.6025 2.3966 -0.022 -0.087 0.015 1.042
C 0.0028 -5.1978 3.5767 0.022 -0.085 0.002 -0.754
C 0.4472 -3.8919 3.7230 -0.033 -0.052 0.065 -0.636
C 0.2646 -2.9835 2.6949 -0.211 -0.122 -0.046 -0.355
C -0.3488 -3.3750 1.5142 0.008 0.010 0.099 0.069
C -0.7940 -4.6780 1.3714 -0.051 -0.073 0.010 -1.409
S 0.7370 -1.2999 2.9669 -0.188 0.554 -0.120 1.383
O -0.4738 -0.5952 3.3099 -0.010 0.031 0.089 -0.675
O 1.7877 -1.3411 3.9566 0.055 0.057 0.108 -0.846
N 1.2529 -0.6583 1.5761 0.987 -1.329 -0.514 -0.482
C 2.3146 -1.3164 0.9755 -0.033 0.322 0.697 0.372
N 2.8497 -0.6361 -0.0733 -0.374 -0.509 0.465 -0.184
C 3.7501 -1.2742 -0.8000 0.096 0.365 -0.326 -0.174
C 4.1974 -2.5410 -0.4964 0.116 -0.231 0.098 -0.835
C 3.6424 -3.1181 0.6379 0.172 -0.194 -0.175 -0.422
N 2.7261 -2.5353 1.3795 -0.063 0.422 0.005 -0.369
H -0.5627 -7.5989 2.7885 0.061 -0.017 0.018 0.209
H -1.1335 -7.2197 1.2841 0.009 -0.015 -0.108 0.257
H 0.1499 -5.9184 4.3773 -0.008 0.043 -0.024 0.280
H 0.9500 -3.5692 4.6285 -0.039 -0.045 -0.100 0.480
H -0.4205 -2.6814 0.6871 -0.070 0.015 -0.066 0.300
H -1.2469 -4.9940 0.4357 0.013 0.067 0.120 0.584
H 4.1270 -0.7318 -1.6652 -0.065 -0.052 0.014 0.423
H 4.9249 -3.0523 -1.1098 -0.020 -0.010 0.012 0.411
H 3.9418 -4.1151 0.9561 0.025 0.031 -0.020 0.362
N -3.4938 8.0914 4.6907 -0.291 0.638 0.426 -0.621
C -3.0896 7.1996 4.0977 0.461 -1.039 -0.700 -0.005
C -2.5781 6.0719 3.3404 -0.206 0.504 0.215 0.543
C -2.3761 6.1841 1.9697 0.031 0.059 -0.302 -0.959
C -1.8745 5.1112 1.2515 -0.133 0.184 0.016 -0.179
C -1.5699 3.8988 1.8741 0.104 0.082 0.040 -0.090
C -1.7809 3.8051 3.2513 0.047 0.041 0.231 -0.204
C -2.2749 4.8774 3.9764 0.073 -0.326 0.249 -0.994
C -0.9940 2.7832 1.1008 0.133 -0.244 -0.289 1.712
C 0.3187 2.9834 0.5738 -0.035 -0.216 0.273 -0.757
C 1.0999 4.1643 0.6826 -0.083 -0.059 -0.068 -0.568
C 2.3617 3.8641 0.1578 -0.103 -0.062 0.003 -1.492
C 2.3066 2.5254 -0.2307 -0.150 -0.110 -0.019 -0.818
N 1.0861 1.9817 0.0027 0.295 1.096 0.206 1.007
C -1.7839 1.5830 1.0516 0.113 -0.043 -0.163 -0.620
C -2.7922 1.1966 1.9268 -0.165 -0.030 0.058 -0.778
C -3.2504 -0.0880 1.5494 -0.059 0.209 0.238 -1.619
C -2.5567 -0.4595 0.4419 0.298 -0.097 -0.248 -0.700
N -1.6584 0.5466 0.1059 -0.328 0.242 -0.125 1.057
H -2.6168 7.1161 1.4734 0.020 -0.019 -0.030 0.412
H -1.7152 5.1992 0.1844 0.016 0.014 0.006 0.450
H -1.5123 2.8845 3.7573 0.004 0.081 -0.017 0.683
H -2.4070 4.8006 5.0491 -0.002 -0.049 -0.032 0.423
H 0.7806 5.1047 1.1113 0.043 -0.109 -0.009 0.512
H 3.2144 4.5250 0.0771 -0.058 -0.064 0.006 0.402
H 3.0893 1.9231 -0.6758 -0.117 0.055 0.065 0.427
H -3.1138 1.7599 2.7885 0.019 -0.140 -0.079 0.597
H -3.9818 -0.6923 2.0662 0.061 0.042 -0.039 0.372
H -2.6197 -1.3512 -0.1577 0.088 0.042 0.020 0.789
C -2.8777 -0.1736 -2.6008 0.032 -0.097 -0.100 -0.983
O -1.5860 -0.3648 -2.0454 -0.276 -0.146 -0.058 -0.172
C -1.1054 0.6672 -1.2546 -0.013 -0.356 0.401 1.958
C -1.2983 2.0095 -1.9120 0.154 0.204 0.087 -2.299
H -3.6113 0.1190 -1.8457 -0.026 0.011 0.065 0.358
H -3.1647 -1.1335 -3.0272 -0.019 -0.024 0.005 0.273
H -2.8706 0.5736 -3.3967 0.006 0.020 -0.045 0.262
H -2.2724 2.4329 -1.6389 0.015 0.007 -0.066 0.445
H -1.2459 1.8677 -2.9916 0.038 0.017 0.042 0.730
H -0.5255 2.7224 -1.6382 -0.069 -0.012 0.023 0.333

No. 2
83
Properties=species:S:1:pos:R:3:forces:R:3:mulliken_charge:R:1 method="wB97M-V/def2-TZVPD" spin_multiplicity=6 total_charge=-2 homo_ha="0.018 / -0.059" orbital_gap_ev="3.779 / 5.869"
Mn -0.7201 -1.7819 0.0519 2.153 -0.482 -0.034 0.765
O 1.3356 1.9839 1.7111 -0.899 -0.248 -0.071 -0.904
C 0.8519 0.8639 1.4376 2.092 -1.002 0.603 -0.130
O -0.3826 0.6741 0.8978 -2.292 0.436 -0.015 -0.004
C 1.6449 -0.3989 1.6322 -2.365 1.990 -0.716 -0.038
C 2.7606 -0.3796 2.4488 0.927 -0.174 0.284 -0.530
C 3.3941 -1.5673 2.7570 -0.058 1.677 -0.128 -0.776
C 3.0084 -2.7328 2.0914 -0.099 -1.282 -0.175 -0.567
C 1.9062 -2.6798 1.2372 0.174 0.831 0.652 -0.060
N 1.1996 -1.5359 1.0531 -0.389 -1.288 0.176 1.829
C 1.3546 -3.8767 0.5001 -2.046 0.623 -0.755 -0.001
O 1.9316 -4.9542 0.5107 0.020 0.110 -0.117 -0.791
O 0.2050 -3.6006 -0.1129 1.535 -0.596 0.271 -0.665
H 3.0702 0.6096 2.7644 0.070 -0.207 0.462 0.501
H 4.1836 -1.5063 3.4934 0.247 -0.408 -0.069 0.383
H 3.5613 -3.6712 2.2818 -0.645 0.526 -0.387 0.403
C -3.9019 -1.0600 -0.9251 -0.549 0.029 0.273 -1.408
P -2.0829 1.0921 1.5740 0.992 -1.726 -0.357 0.806
C -1.6880 1.5442 3.2885 0.260 -0.067 -0.771 0.597
C -1.0665 0.5554 4.0591 -0.270 0.836 0.517 -0.182
C -0.6210 0.8806 5.3355 0.287 0.033 -0.271 -0.991
C -0.6960 2.2050 5.7785 0.009 -0.727 0.500 -0.638
C -1.4289 3.1239 5.0541 0.318 0.626 0.255 -0.412
C -1.9320 2.7971 3.8172 0.210 0.015 -0.077 -0.726
C -2.4680 2.6387 0.7298 0.746 0.484 0.589 0.505
C -1.3868 3.4453 0.3863 -0.015 0.062 -0.163 -0.174
C -1.6304 4.5799 -0.3680 0.910 0.511 -0.217 -0.813
C -2.9097 4.9210 -0.7520 -0.415 -0.019 0.246 -0.471
C -3.9902 4.1612 -0.3310 -0.366 -0.016 0.230 -0.513
C -3.7771 3.0227 0.4312 0.221 -0.523 0.040 -0.616
C -2.9727 -1.2050 -1.9227 1.097 -0.393 -1.604 1.007
C -3.1335 -0.9091 -3.3503 -1.173 0.285 1.559 -1.097
C -1.9869 -1.2507 -3.9896 2.343 -0.747 -0.152 -0.965
C -1.0808 -1.7557 -2.9723 -0.108 0.634 -1.986 0.224
C 0.3970 -2.0811 -3.1087 -0.309 -0.338 0.290 -0.700
P 1.2907 -0.8158 -2.0623 -0.494 -0.305 0.593 1.388
C 1.4594 0.4858 -3.2909 0.387 0.875 -0.658 0.103
C 2.3848 0.3906 -4.3430 -0.498 0.109 -0.205 -0.383
C 2.3170 1.2978 -5.4021 0.600 -0.619 0.052 -0.578
C 1.3786 2.3021 -5.3793 -0.502 0.792 -0.539 -0.438
C 0.5312 2.4853 -4.2833 0.398 0.302 -0.578 -0.491
C 0.5954 1.5989 -3.2269 0.358 -0.642 -0.187 -0.662
C 3.0247 -1.3179 -1.8486 -0.138 0.001 -0.711 0.117
C 3.9562 -0.2993 -1.5943 -1.018 0.432 0.172 -0.584
C 5.1779 -0.6116 -1.0589 0.884 0.839 0.142 -0.591
C 5.5558 -1.9355 -0.9449 1.314 -0.943 0.605 -0.328
C 4.7064 -2.9566 -1.3496 -0.182 -0.431 -0.215 -0.483
C 3.4136 -2.6506 -1.7987 0.891 0.134 0.196 -0.374
N -1.6567 -1.7437 -1.7748 -1.590 0.804 0.944 0.055
H -4.8776 -0.6555 -1.1873 0.154 -0.016 -0.005 0.157
H -3.7629 -1.4010 0.0931 0.164 0.102 -0.240 0.215
H -0.9698 -0.4348 3.6763 0.222 -0.593 -0.180 0.383
H -0.1727 0.0943 5.9412 0.096 0.284 -0.087 0.430
H -0.1855 2.4938 6.6973 -0.299 -0.055 -0.071 0.329
H -1.5228 4.1474 5.3996 -0.029 -0.025 0.118 0.350
H -2.4262 3.5497 3.2330 -0.188 0.216 -0.245 0.380
H -0.3897 3.1497 0.7320 -0.199 0.216 -0.278 0.284
H -0.8060 5.2381 -0.6606 -0.178 -0.280 0.106 0.364
H -3.0907 5.8179 -1.3156 0.025 0.233 -0.264 0.376
H -5.0039 4.4767 -0.5663 0.121 -0.082 -0.037 0.357
H -4.5957 2.4026 0.8041 0.115 0.171 -0.308 0.347
H -4.0227 -0.4635 -3.7883 0.099 -0.166 0.113 0.361
H -1.7437 -1.1617 -5.0624 -0.142 -0.033 0.743 0.375
H 0.7718 -2.0739 -4.1496 -0.340 -0.112 0.447 0.511
H 0.5235 -3.0676 -2.6274 0.309 0.278 -0.215 0.440
H 3.1194 -0.4189 -4.3597 -0.290 0.205 0.032 0.338
H 2.9934 1.2036 -6.2607 -0.238 0.005 0.365 0.347
H 1.3006 2.9553 -6.2628 0.003 -0.161 0.560 0.298
H -0.1379 3.3437 -4.2922 -0.015 -0.256 0.188 0.429
H -0.0162 1.7336 -2.3513 -0.276 -0.086 0.166 0.563
H 3.6448 0.7432 -1.7837 0.268 -0.574 0.415 0.298
H 5.8624 0.1907 -0.7183 -0.446 -0.559 -0.371 0.291
H 6.5695 -2.1781 -0.5245 -1.131 0.193 -0.448 0.233
H 5.0205 -4.0136 -1.3200 -0.133 0.675 0.099 0.342
H 2.7635 -3.4441 -2.1365 -0.212 -0.038 0.269 0.321
F -4.6525 -2.1586 2.3580 -0.222 0.066 0.443 -0.228
C -3.7297 -2.2304 3.3145 0.318 -1.151 0.055 0.615
F -4.2250 -2.9249 4.3599 -0.288 0.240 -0.026 -0.274
F -3.3847 -1.0286 3.7165 -0.541 0.625 0.422 -0.181
S -2.2251 -3.0265 2.6684 2.798 1.101 -3.984 1.265
O -1.1180 -2.8511 3.6030 -1.598 -0.012 -0.160 -0.687
O -2.4543 -4.3583 2.1620 -0.720 0.451 1.135 -0.632
O -2.1394 -2.0307 1.4757 -0.231 -1.674 2.750 -0.594

Which F_max belongs to each record? In order, 1.73; 4.99 eV/Å.